(A)
# C3H8FN

A cluster of 2 separate species, C3H8FN in total (the ωB97M-V functional and the def2-TZVPD basis, the Open Molecules 2025 dataset).

The net charge is 0. For the orbital gap, the calculation gives 10.06 eV. Its HOMO energy is -9.3 eV.

```
13
Properties=species:S:1:pos:R:3:nbo_charge:R:1
C 0.36857 0.02941 1.68916 -0.600
C 0.47322 -1.24655 0.79185 -0.636
C -1.48316 -0.34376 -1.84411 0.401
N -1.35540 0.64592 -2.71297 -0.836
F -2.69170 -0.95111 -1.95066 -0.364
H 1.05883 0.08398 2.59048 0.194
H 0.51474 0.98612 1.12246 0.191
H -0.56945 0.07703 2.12237 0.195
H 1.48964 -1.46652 0.77348 0.195
H -0.09078 -2.03432 1.26827 0.195
H -0.01934 -1.05108 -0.17263 0.238
H -0.38240 1.09763 -2.81966 0.432
H -2.12179 0.82684 -3.47208 0.395
```

***

(B)
# C3H8FN

A cluster of 2 separate species, C3H8FN in total (the ωB97M-V functional and the def2-TZVPD basis, the Open Molecules 2025 dataset).

The net charge is 0. For the orbital gap, the calculation gives 9.72 eV. Its HOMO energy is -9.2 eV.

```
13
Properties=species:S:1:pos:R:3:nbo_charge:R:1
C 0.69645 0.26326 0.10764 -0.203
C -0.61425 -0.65938 0.05850 -0.465
C -1.75207 0.19444 -0.00867 0.051
H 2.86640 -0.77896 0.65638 0.405
H 2.97022 0.21685 -0.99104 0.367
H 0.59787 1.02205 0.85681 0.176
H 0.61155 0.99850 -0.55500 0.198
H -0.58598 -1.37225 0.80059 0.218
H -0.34237 -1.11730 -0.97811 0.220
H -1.45000 1.10022 -0.72577 0.165
H -1.92874 0.78328 1.01043 0.162
N 2.03983 -0.34663 -0.10561 -0.917
F -3.10892 -0.30406 -0.12616 -0.376
```

***

(C)
# C3H8FN

An isolated molecule of C3H8FN (the ωB97M-V functional and the def2-TZVPD basis, the Open Molecules 2025 dataset).

The net charge is 0. For the orbital gap, the calculation gives 10.10 eV. Its HOMO energy is -8.9 eV.

```
13
Properties=species:S:1:pos:R:3:nbo_charge:R:1
C 2.27882 -0.19049 0.00948 -0.420
N 0.83309 -0.24931 -0.31765 -0.641
C 0.02434 0.70462 0.39600 -0.267
C -1.37143 0.50097 -0.39154 0.020
F -1.90694 -0.72981 0.24218 -0.411
H 2.71748 -1.13532 -0.39221 0.204
H 2.76122 0.71630 -0.44708 0.202
H 2.23742 -0.23620 1.11507 0.173
H 0.51881 -1.12916 -0.13199 0.357
H 0.11824 0.60274 1.56958 0.191
H 0.41555 1.85831 0.20598 0.189
H -0.89464 0.18531 -1.59628 0.213
H -2.13355 1.36087 -0.36287 0.190
```

***

So which one is most stable? That would be (A), about 4.6 kcal/mol below the next structure.

***

(A)
# C5H13NO3

A cluster of 3 separate species, C5H13NO3 in total (the ωB97M-V functional and the def2-TZVPD basis, the Open Molecules 2025 dataset).

The net charge is 0. For the orbital gap, the calculation gives 9.55 eV. Its HOMO energy is -8.8 eV.

```
22
Properties=species:S:1:pos:R:3:nbo_charge:R:1
C -1.17205 -0.56883 -1.91447 -0.485
C -1.43190 -1.19106 -0.77371 -0.037
N -1.43568 -0.61478 0.49476 -0.182
C -1.63778 0.81428 0.60387 -0.463
O -2.21035 -1.33619 1.42846 -0.564
H -0.97462 0.48495 -1.97487 0.214
H -1.10825 -1.12849 -2.82951 0.213
H -1.59951 -2.26001 -0.73536 0.213
H -2.58191 1.13727 0.14533 0.178
H -0.80800 1.32446 0.11654 0.258
H -1.63858 1.07306 1.66181 0.222
H -3.15465 -1.24065 1.22091 0.450
C 3.17396 -0.18518 0.28101 -0.556
C 1.93827 -0.64929 0.41543 0.142
O 1.24682 -0.54501 1.57181 -0.696
H 3.70847 -0.30089 -0.64223 0.211
H 3.68467 0.27906 1.10389 0.208
H 1.42393 -1.12537 -0.41286 0.179
H 0.31910 -0.80102 1.43470 0.504
O 1.08729 2.23680 -0.58382 -0.970
H 1.48220 3.06537 -0.29988 0.473
H 1.68856 1.53149 -0.31180 0.489
```

***

(B)
# C5H13NO3

A cluster of 3 separate species, C5H13NO3 in total (the ωB97M-V functional and the def2-TZVPD basis, the Open Molecules 2025 dataset).

The net charge is 0. For the orbital gap, the calculation gives 10.19 eV. Its HOMO energy is -9.5 eV.

```
22
Properties=species:S:1:pos:R:3:nbo_charge:R:1
O 1.54304 1.53783 -1.55702 -0.577
C 0.45021 1.02950 -1.62317 0.480
C -0.58103 1.15081 -0.55606 -0.190
C -0.40047 0.09221 0.54095 -0.426
C -1.69658 -0.75382 0.58964 -0.434
C -2.46174 -0.33471 -0.67673 -0.232
N -1.92892 0.97150 -1.09060 -0.604
H 0.19120 0.42920 -2.51250 0.123
H -0.54446 2.12574 -0.12515 0.219
H 0.49782 -0.53864 0.45108 0.235
H -0.12007 0.46531 1.50463 0.224
H -1.26723 -1.76688 0.64827 0.230
H -2.27090 -0.58951 1.50857 0.204
H -3.49658 -0.21562 -0.46734 0.203
H -2.29284 -1.09473 -1.44847 0.190
H -2.48784 1.67622 -0.67466 0.359
O 2.33852 -2.28255 1.24371 -0.980
H 3.02424 -2.54476 1.85957 0.466
H 2.51214 -1.37278 0.94127 0.497
O 3.00107 0.29369 0.44143 -0.980
H 2.87378 0.95329 -0.27231 0.515
H 3.11662 0.76871 1.27488 0.477
```

***

So which one is most stable? That would be (B), about 52.4 kcal/mol below the next structure.

***

(A)
# C5H17N3

A cluster of 3 separate species, C5H17N3 in total (the ωB97M-V functional and the def2-TZVPD basis, the Open Molecules 2025 dataset).

The net charge is 0. For the orbital gap, the calculation gives 8.40 eV. Its HOMO energy is -7.6 eV.

```
25
Properties=species:S:1:pos:R:3:nbo_charge:R:1
C 0.11159 -0.55773 -1.39374 0.264
C 1.46908 -0.92081 -2.02103 -0.626
C -0.90504 -0.19372 -2.48625 -0.621
N -0.46194 -1.64483 -0.59794 -0.843
N 0.30850 0.56443 -0.47337 -0.844
H -0.66995 -2.44230 -1.18761 0.357
H 0.19449 -1.94800 0.11268 0.357
H 0.70529 1.37485 -0.93739 0.361
H -0.53975 0.81951 0.08478 0.441
H 1.87545 -0.08532 -2.59577 0.205
H -1.07669 -1.04134 -3.15361 0.197
H 2.18691 -1.18147 -1.24127 0.207
H 1.35969 -1.77449 -2.69231 0.206
H -1.85328 0.08163 -2.02607 0.223
H -0.54140 0.64294 -3.08346 0.205
C 0.98924 0.26430 1.64647 -0.367
C -1.11471 1.52964 2.95670 -0.439
N -1.03358 0.74083 1.76109 -0.710
H -1.44200 -0.17811 1.92665 0.341
H -2.11103 1.50689 3.41624 0.201
H 0.78451 -0.35187 2.51721 0.163
H 1.77401 -0.27475 1.12876 0.182
H 1.25292 1.29256 1.85553 0.193
H -0.39582 1.20394 3.74747 0.163
H -0.86649 2.57323 2.73624 0.182
```

***

(B)
# C5H17N3

A cluster of 2 separate species, C5H17N3 in total (the ωB97M-V functional and the def2-TZVPD basis, the Open Molecules 2025 dataset).

The net charge is 0. For the orbital gap, the calculation gives 9.43 eV. Its HOMO energy is -8.4 eV.

```
25
Properties=species:S:1:pos:R:3:nbo_charge:R:1
C 1.47893 3.28300 1.29155 -0.408
N 1.38884 1.86717 1.29421 -0.436
C 0.01101 1.47201 1.51083 -0.416
C 1.91046 1.36217 0.02504 -0.414
H 1.12622 3.75579 2.21104 0.200
H 0.86855 3.71794 0.42298 0.146
H 2.54220 3.57687 1.14691 0.196
H -0.04814 0.37150 1.52473 0.209
H -0.34330 1.85175 2.49135 0.193
H -0.70929 1.85811 0.77598 0.166
H 1.92634 0.25527 0.04892 0.200
H 2.93572 1.73648 -0.15686 0.200
H 1.25551 1.69301 -0.80958 0.163
N -0.28223 -3.54847 -1.62633 -0.830
C -0.50885 -2.10915 -1.37599 -0.212
C -1.75245 -1.93429 -0.47238 -0.218
N -2.04696 -0.49844 -0.30754 -0.868
H 0.55274 -3.68851 -2.18483 0.357
H -1.05522 -3.87795 -2.25752 0.344
H -0.69121 -1.51933 -2.29390 0.152
H 0.40949 -1.73437 -0.89203 0.191
H -2.56580 -2.51645 -0.94527 0.156
H -1.48330 -2.42348 0.46491 0.199
H -2.19588 -0.09018 -1.26718 0.354
H -2.77678 -0.15067 0.32369 0.377
```

***

So which one is most stable? That would be (B), about 64.0 kcal/mol below the next structure.

***

(A)
# C21H21N3O2

An isolated molecule of C21H21N3O2 (the ωB97M-V functional and the def2-TZVPD basis, the Open Molecules 2025 dataset).

The net charge is 0. For the orbital gap, the calculation gives 8.15 eV. Its HOMO energy is -7.9 eV.

```
47
Properties=species:S:1:pos:R:3:nbo_charge:R:1
C 2.56435 3.96508 1.11091 -0.619
C 1.95946 2.60297 0.81253 0.088
C 2.71285 1.47702 1.54190 -0.247
N 2.16657 0.18859 1.15619 -0.409
C 1.06457 -0.27242 1.80251 0.531
O 0.31777 -1.22607 1.20787 -0.436
C -0.66078 -1.53879 2.11158 0.489
C -1.72585 -2.49286 1.70641 -0.479
C -2.48368 -1.86419 0.55867 0.021
C -3.65178 -1.19624 0.82416 -0.205
C -4.35021 -0.51682 -0.18325 -0.201
C -3.85773 -0.48719 -1.45619 -0.209
C -2.65689 -1.15426 -1.77507 0.028
C -2.13089 -1.11734 -3.08377 -0.195
C -0.96747 -1.76184 -3.39334 -0.226
C -0.28885 -2.48823 -2.40393 -0.212
C -0.77360 -2.54516 -1.12683 -0.193
C -1.95948 -1.86982 -0.76230 -0.086
N -0.57783 -0.86838 3.20131 -0.400
C 0.52137 -0.04222 3.05940 -0.188
C 0.92404 0.85283 4.05135 0.272
N 1.25594 1.60217 4.85750 -0.330
C 2.21611 0.00426 -0.28555 -0.247
C 1.45939 1.14967 -0.97789 0.088
C 1.54268 1.04722 -2.49248 -0.621
O 2.01102 2.39262 -0.58686 -0.534
H 2.02124 4.73294 0.56820 0.224
H 2.50830 4.16758 2.17621 0.221
H 3.60261 3.98462 0.79171 0.211
H 0.90443 2.57797 1.14185 0.169
H 2.64324 1.60282 2.62103 0.238
H 3.76445 1.48987 1.24241 0.209
H -1.28959 -3.45132 1.42058 0.231
H -2.38153 -2.64041 2.56332 0.256
H -4.04004 -1.18456 1.83218 0.216
H -5.27042 -0.00832 0.06275 0.218
H -4.37591 0.04941 -2.23779 0.212
H -2.67127 -0.56556 -3.83962 0.211
H -0.56957 -1.72632 -4.39708 0.217
H 0.62198 -3.01033 -2.66081 0.215
H -0.23438 -3.11756 -0.38860 0.212
H 1.77924 -0.95771 -0.55041 0.230
H 3.26695 0.02630 -0.58604 0.208
H 0.40113 1.10579 -0.65852 0.167
H 1.06924 0.12860 -2.82762 0.219
H 1.03619 1.89622 -2.94175 0.225
H 2.58263 1.05936 -2.80681 0.210
```

***

(B)
# C21H21N3O2

An isolated molecule of C21H21N3O2 (the ωB97M-V functional and the def2-TZVPD basis, the Open Molecules 2025 dataset).

The net charge is 0. For the orbital gap, the calculation gives 9.45 eV. Its HOMO energy is -8.9 eV.

```
47
Properties=species:S:1:pos:R:3:nbo_charge:R:1
C 1.85869 -3.52691 -2.81697 -0.630
C 0.45497 -3.48973 -3.34021 -0.053
C -0.05135 -4.46541 -4.26324 -0.146
C -1.26711 -4.25069 -4.92084 -0.198
C -1.61461 -5.05760 -6.02172 0.275
N -1.81431 -5.44672 -7.07018 -0.303
C -1.93190 -3.07178 -4.76862 -0.155
C -1.45711 -2.12264 -3.94225 -0.282
C -0.28381 -2.28047 -3.22821 0.391
O 0.14649 -1.27605 -2.40221 -0.550
C -0.71010 -1.03698 -1.24933 0.071
C -0.60061 -2.25269 -0.36304 -0.653
C -0.29958 0.28785 -0.65846 -0.080
O -1.15902 0.68998 0.47909 -0.527
C -0.51744 0.86237 1.65737 0.297
C -0.51499 -0.13593 2.71045 -0.244
C 0.11795 0.18410 3.91053 -0.207
C 0.74080 1.45251 4.03631 -0.219
C 0.63254 2.48592 3.08123 0.024
C 1.20184 3.85082 3.30612 0.114
C 2.43801 4.24755 3.70555 -0.329
C 2.43342 5.64125 3.76460 -0.051
N 1.24016 6.11019 3.51455 -0.251
N 0.43852 5.01161 3.33840 -0.182
C -0.98794 5.07937 3.50704 -0.418
C -0.08115 2.15040 1.91667 -0.271
H 1.88101 -3.85524 -1.79985 0.220
H 2.45513 -4.15536 -3.35281 0.217
H 2.26925 -2.58229 -2.77999 0.230
H 0.52265 -5.32510 -4.52253 0.223
H -2.79542 -2.90594 -5.47623 0.232
H -2.01075 -1.20348 -3.97403 0.226
H -1.74565 -1.07471 -1.54000 0.182
H 0.33873 -2.23653 0.27884 0.210
H -0.71908 -3.29226 -0.77518 0.237
H -1.46797 -2.10623 0.31473 0.218
H -0.38225 0.95130 -1.58656 0.205
H 0.76839 0.23674 -0.38485 0.201
H -0.98282 -1.10591 2.60338 0.223
H 0.33600 -0.59676 4.62162 0.222
H 1.27003 1.65423 4.92138 0.213
H 3.30527 3.59354 3.89110 0.226
H 3.34960 6.23441 3.84063 0.212
H -1.57733 4.74813 2.63546 0.205
H -1.33135 4.49612 4.36123 0.207
H -1.39603 6.06734 3.66929 0.237
H -0.49977 2.81764 1.17173 0.230
```

***

So which one is most stable? That would be (A), about 75.9 kcal/mol below the next structure.

***

(A)
# C3H12N2O3

A cluster of 3 separate species, C3H12N2O3 in total (the ωB97M-V functional and the def2-TZVPD basis, the Open Molecules 2025 dataset).

The net charge is 0. For the orbital gap, the calculation gives 9.98 eV. Its HOMO energy is -9.2 eV.

```
20
Properties=species:S:1:pos:R:3:nbo_charge:R:1
C 0.66102 -0.91726 -1.37895 -0.644
C -0.06724 0.15434 -0.59593 -0.135
N -0.19049 1.43358 -1.26236 -0.819
C -1.45885 -0.44462 -0.19480 0.657
N -2.17468 -1.22922 -1.05573 -0.834
O -1.89296 -0.18650 0.91480 -0.637
H 0.45726 -0.90135 -2.45655 0.197
H 0.65021 -1.93066 -1.01675 0.232
H 1.73106 -0.65894 -1.49687 0.238
H 0.39102 0.30514 0.37891 0.215
H -0.24317 1.32392 -2.26997 0.360
H -1.03458 1.86581 -0.91296 0.367
H -3.01779 -1.72048 -0.78565 0.406
H -1.76021 -1.55120 -1.91768 0.391
O 2.42213 -0.20953 1.71805 -0.982
H 2.57729 -0.70539 2.53209 0.466
H 1.86557 0.56530 1.94301 0.492
O 0.67746 1.67227 2.72740 -0.963
H 0.10026 1.11012 3.23162 0.496
H 0.30669 2.02467 1.89833 0.497
```

***

(B)
# C3H12N2O3

A cluster of 3 separate species, C3H12N2O3 in total (the ωB97M-V functional and the def2-TZVPD basis, the Open Molecules 2025 dataset).

The net charge is 0. For the orbital gap, the calculation gives 10.23 eV. Its HOMO energy is -9.6 eV.

```
20
Properties=species:S:1:pos:R:3:nbo_charge:R:1
C -0.38029 0.74374 -1.57080 -0.646
C 0.38419 0.22115 -0.47408 -0.153
N 0.14927 0.95295 0.82736 -0.868
C 0.35355 -1.33179 -0.45707 0.694
N -0.75541 -1.93851 0.04708 -0.838
O 1.22694 -2.07387 -0.88685 -0.652
H -1.46924 0.95727 -1.41728 0.234
H -0.17114 0.05684 -2.47311 0.232
H -0.04182 1.65953 -2.08570 0.225
H 1.47099 0.33820 -0.72757 0.206
H 0.33030 1.87113 0.82354 0.365
H 0.44952 0.50085 1.65879 0.392
H -0.59570 -3.03147 0.24217 0.420
H -1.52355 -1.40799 0.45244 0.406
O -2.93369 1.84603 0.76302 -0.957
H -1.92642 1.71805 0.78982 0.479
H -3.09771 1.41481 1.59935 0.457
O 2.58439 -0.64812 1.25489 -0.963
H 3.32624 -0.23777 0.78523 0.471
H 2.61962 -1.61104 0.84878 0.494
```

***

(C)
# C3H12N2O3

A cluster of 3 separate species, C3H12N2O3 in total (the ωB97M-V functional and the def2-TZVPD basis, the Open Molecules 2025 dataset).

The net charge is 0. For the orbital gap, the calculation gives 6.45 eV. Its HOMO energy is -8.7 eV.

```
20
Properties=species:S:1:pos:R:3:nbo_charge:R:1
C -0.19548 2.03661 -1.31592 -0.330
C 0.61341 1.36136 -0.30382 0.180
C 0.44725 -0.02304 -0.04811 0.043
N 1.53569 -0.92107 -0.25483 -0.763
O -0.66019 -0.52509 -0.74684 -0.737
N -1.52804 2.42720 -0.76615 -0.747
H -0.39380 1.36609 -2.14965 0.245
H 0.30232 2.93750 -1.67305 0.217
H 0.08307 -0.12260 1.04547 0.413
H 1.18015 1.94240 0.42204 0.203
H 1.39286 -1.75091 0.33028 0.439
H 2.46503 -0.53007 -0.15325 0.368
H -1.80582 1.68577 -0.12480 0.370
H -1.40589 3.22658 -0.14720 0.349
H -0.52581 -1.51921 -0.76163 0.544
H -0.22928 -2.07601 1.35792 0.518
O -0.10555 -2.94829 0.21556 -1.246
H -0.60102 -3.76522 0.13119 0.461
H -0.45375 -1.52467 2.90217 0.491
O -0.11514 -1.27732 2.04061 -1.018
```

***

So which one is most stable? That would be (A), about 20.3 kcal/mol below the next structure.